Here is a 3-piece molecular cluster, C22H37N4O7S overall from the OMol25 dataset. Energies are from ωB97M-V/def2-TZVPD.

The geometry in ORCA input format:
```
! RIJCOSX wB97M-V def2-TZVPD def2/J DEFGRID3
* xyz 1 1
O -6.01250 -2.55863 -2.54093
C -4.94387 -2.03667 -1.73804
C -3.65509 -2.78861 -2.13662
C -3.03634 -3.64926 -1.02393
C -2.48895 -2.86712 0.15105
C -1.14777 -3.12212 0.55047
C -0.56632 -2.49895 1.62771
C 0.84018 -2.77255 2.11032
C 1.81430 -1.56570 2.02862
S 1.87862 -0.78491 0.38258
C 1.53588 0.90520 0.76690
N 2.29625 1.72626 1.37545
N 1.55887 2.89721 1.44472
C 0.43524 2.69694 0.90676
O 0.33174 1.42117 0.42533
C -1.41381 -1.57638 2.29581
C -1.01463 -0.82193 3.52659
C -1.59111 0.62166 3.61273
C -2.76375 0.74787 4.60464
O -2.33855 1.50525 5.73281
N -2.62279 -1.41878 1.81146
N -3.20924 -1.98612 0.78693
H -6.66911 -1.85485 -2.58208
H -5.19363 -2.20810 -0.68824
H -4.79844 -0.97935 -1.98483
H -2.90357 -2.14219 -2.59874
H -3.96526 -3.48552 -2.92353
H -2.22965 -4.28979 -1.38985
H -3.79851 -4.33610 -0.62997
H -0.60924 -3.87424 -0.02519
H 0.87179 -3.17000 3.13064
H 1.24065 -3.55689 1.45857
H 2.81810 -1.95858 2.21121
H 1.65295 -0.80321 2.78787
H -0.35711 3.42533 0.83517
H 0.05779 -0.78014 3.66890
H -1.41605 -1.38344 4.38181
H -0.80191 1.24003 4.05433
H -1.82019 1.07187 2.64211
H -3.08200 -0.23663 4.97891
H -3.62848 1.25813 4.15739
H -2.91047 1.29991 6.47953
H -3.20760 -0.75511 2.31694
O 0.42929 -4.55559 -2.23475
C 1.47662 -4.44918 -2.82716
O 2.52582 -3.97765 -2.15859
C 3.87232 -3.94945 -2.65738
C 4.11942 -2.73162 -3.52219
C 1.59125 -4.75568 -4.29673
H 4.11410 -4.88222 -3.16830
H 4.51037 -3.90321 -1.77649
H 3.48321 -2.72959 -4.40757
H 5.15936 -2.69768 -3.84618
H 3.89509 -1.82088 -2.96561
H 1.23530 -3.89686 -4.86464
H 0.96218 -5.61530 -4.51725
H 2.59775 -5.01041 -4.61914
O 2.44322 7.51776 -3.35321
C 2.38705 7.39189 -2.16320
O 1.74087 6.32412 -1.64595
C 1.75756 5.98122 -0.25925
C 0.70856 6.75403 0.51516
C 2.95226 8.43840 -1.23256
H 2.75758 6.09844 0.16050
H 1.52665 4.92070 -0.21480
H 0.89094 7.82780 0.48079
H 0.69559 6.44068 1.56051
H -0.27982 6.58579 0.08361
H 2.23233 9.25023 -1.13640
H 3.86916 8.82456 -1.67165
H 3.20956 8.06472 -0.24391
*
```

Computed properties:
LUMO energy = -4.067 eV